A) ORCA calculation (ωB97M-V/def2-TZVPD) on one molecule with the formula C22H23FN2O3S.

Each line ends with the Mulliken charge.
Positions of all 52 atoms, in Å:
S -0.65 1.56 0.09  -0.19
F -2.52 -1.20 2.67  -0.30
O 0.31 -2.18 0.87  -0.71
O -0.89 1.32 -2.30  -0.74
O 2.35 0.05 -6.70  -0.43
N -0.72 -0.51 -3.63  -0.11
N 0.03 -0.53 2.37  0.13
C -2.24 -1.56 3.94  0.72
C -0.92 -1.72 4.34  0.45
C -0.33 -0.70 -1.28  -0.87
C -0.66 0.12 -2.43  0.87
C -0.09 1.16 4.10  -0.68
C -0.29 -0.13 -0.05  0.09
C 3.25 1.00 -6.16  -0.25
C -1.74 -2.32 6.53  -0.76
C -0.69 -2.10 5.66  -0.30
C 4.02 0.52 -4.93  -1.06
C 1.29 -0.36 -5.87  -0.57
C -0.18 0.79 2.76  0.78
C 0.25 -1.53 3.40  -1.51
C -3.30 -1.76 4.80  -0.70
C -3.05 -2.14 6.11  -0.35
C -0.59 3.45 3.58  -0.67
C -0.29 2.47 4.51  -0.88
C -0.68 3.11 2.25  -0.83
C 0.32 0.76 -5.48  -0.21
C -0.48 1.80 1.83  0.97
C 0.04 -1.01 1.09  1.02
C -0.97 0.21 -4.86  -1.08
H -0.12 -1.75 -1.39  0.40
H -0.44 -1.47 -3.68  0.27
H 3.95 1.18 -6.98  0.34
H 0.78 1.44 -4.77  0.28
H -1.54 -2.62 7.55  0.39
H -0.75 4.47 3.90  0.40
H 0.32 -2.24 5.99  0.38
H -1.63 1.05 -4.61  0.35
H 4.82 1.22 -4.71  0.40
H 2.74 1.94 -5.94  0.28
H 1.16 -1.29 3.97  0.38
H 0.14 0.43 4.86  0.27
H -3.87 -2.30 6.79  0.38
H 0.06 1.33 -6.38  0.30
H -1.48 -0.46 -5.55  0.46
H 4.45 -0.46 -5.12  0.29
H 0.43 -2.47 2.86  0.49
H -4.30 -1.62 4.44  0.44
H -0.91 3.85 1.50  0.41
H 3.37 0.46 -4.06  0.24
H -0.21 2.71 5.56  0.39
H 0.77 -1.11 -6.46  0.31
H 1.68 -0.84 -4.96  0.32

Properties
**E_LUMO**: -0.010 eV
**Gap between HOMO and LUMO**: 7.815 eV
**SMILES string**: CCOCCCNC(=O)/C=C1\Sc2ccccc2N(Cc2ccccc2F)C1=O

B) ORCA calculation (ωB97M-V/def2-TZVPD) on one molecule with the formula C22H23FN2O3S.

Each line ends with the Mulliken charge.
Positions of all 52 atoms, in Å:
S 1.26 -0.69 -0.80  -0.19
F -1.46 5.35 -3.57  -0.36
O 1.51 -2.91 5.33  -0.37
O 0.75 -2.57 0.61  -0.74
O -2.18 1.19 -0.38  -0.69
N -0.42 1.88 -1.60  0.15
N -1.10 -3.05 1.83  -0.12
C 2.67 2.70 -3.45  -0.87
C -0.17 -4.01 3.91  -0.41
C 3.48 1.61 -3.16  -0.68
C -0.55 -4.24 2.45  -0.84
C -2.24 1.79 -5.44  -0.82
C -0.38 -2.27 0.99  0.96
C -0.34 -0.24 -0.31  0.04
C 0.71 -2.29 6.31  -0.12
C -2.09 4.18 -5.51  -0.67
C 1.40 2.78 -2.93  -0.65
C -1.23 3.03 -1.99  -1.66
C -1.02 -1.06 0.53  -0.92
C -2.35 2.97 -6.14  -0.35
C -1.61 2.99 -3.44  0.73
C -1.73 4.17 -4.18  0.54
C 1.55 -2.08 7.56  -1.30
C 0.95 -2.97 4.04  -0.38
C -1.88 1.80 -4.10  -0.25
C 0.88 1.78 -2.11  0.75
C -1.04 0.99 -0.76  1.06
C 2.99 0.61 -2.35  -0.84
C 1.70 0.69 -1.82  1.02
H -1.05 -3.69 4.47  0.31
H -2.64 2.97 -7.18  0.38
H -1.29 -5.05 2.38  0.36
H 1.91 -3.03 7.92  0.32
H -2.02 -0.79 0.84  0.41
H 3.04 3.49 -4.09  0.39
H 2.40 -1.45 7.32  0.31
H 4.48 1.54 -3.57  0.40
H -2.14 2.97 -1.38  0.48
H 0.33 -4.51 1.87  0.33
H -0.71 3.96 -1.74  0.40
H 0.58 -1.98 3.74  0.28
H -1.81 0.87 -3.56  0.38
H 3.58 -0.25 -2.10  0.41
H -2.17 5.12 -6.03  0.45
H 0.95 -1.60 8.33  0.38
H 0.81 3.64 -3.19  0.27
H 1.78 -3.25 3.38  0.31
H -2.45 0.85 -5.93  0.39
H 0.34 -1.32 5.92  0.28
H -1.99 -2.71 2.17  0.22
H 0.18 -4.96 4.33  0.27
H -0.17 -2.91 6.55  0.26

Properties
**E_LUMO**: -0.115 eV
**Gap between HOMO and LUMO**: 7.810 eV
**SMILES string**: CCOCCCNC(=O)/C=C1\Sc2ccccc2N(Cc2ccccc2F)C1=O

Which structure is the least stable? The one labeled A).

A) ORCA calculation (ωB97M-V/def2-TZVPD) on a 2-piece molecular cluster, C3H9O3 overall.

Each line ends with the Mulliken charge.
Positions of all 15 atoms, in Å:
O 3.40 0.20 -1.85  -0.71
O 0.92 -1.47 -0.57  -0.94
O -2.30 0.57 1.75  -0.50
C -0.67 0.32 -0.11  -0.27
C 0.47 -0.57 0.44  -0.54
C -2.07 -0.04 0.45  -0.60
H -2.10 -1.16 0.52  0.35
H 4.11 0.37 -1.19  0.28
H -0.71 -0.13 -1.10  0.14
H 0.22 -0.96 1.43  0.31
H -2.00 1.38 1.44  0.33
H 1.29 0.09 0.77  0.13
H -2.89 0.38 -0.22  0.24
H -0.34 1.42 -0.24  0.39
H 2.66 -0.39 -1.52  0.39

Properties
**Total charge**: -1
**E_LUMO**: 3.937 eV
**Gap between HOMO and LUMO**: 6.713 eV

B) ORCA calculation (ωB97M-V/def2-TZVPD) on a 2-piece molecular cluster, C3H9O3 overall.

Each line ends with the Mulliken charge.
Positions of all 15 atoms, in Å:
O -3.24 1.92 -1.10  -0.70
O 1.68 -0.61 -1.44  -0.59
O -0.18 1.00 -0.28  -0.89
C 1.05 -1.39 -0.39  -0.32
C 1.11 -0.61 0.90  -0.72
C -0.09 0.37 0.91  -0.38
H -2.88 1.41 -0.37  0.33
H 2.03 -0.02 1.00  0.26
H -0.01 1.05 1.79  0.27
H 0.03 -1.62 -0.69  0.19
H -0.97 -0.27 1.22  0.22
H 1.69 -2.28 -0.37  0.29
H 1.11 -1.29 1.76  0.32
H 1.12 0.20 -1.37  0.36
H -2.43 2.14 -1.57  0.34

Properties
**Total charge**: -1
**E_LUMO**: 4.398 eV
**Gap between HOMO and LUMO**: 7.594 eV

C) ORCA calculation (ωB97M-V/def2-TZVPD) on C3H9O3 as an isolated structure.

Each line ends with the Mulliken charge.
Positions of all 15 atoms, in Å:
O 3.31 0.43 0.67  -0.87
O -2.96 1.39 0.29  -0.83
O -1.82 -0.60 -0.33  -0.41
C 0.75 0.00 0.52  -0.31
C 2.24 0.18 -0.18  -0.37
C -0.32 -0.63 -0.52  -0.75
H -1.70 -1.48 0.10  0.40
H 0.36 1.05 0.75  0.17
H -0.16 -0.09 -1.42  0.27
H 2.51 -0.77 -0.72  0.17
H -2.13 0.60 -0.19  0.41
H -2.85 1.29 1.29  0.24
H 2.03 1.00 -0.91  0.17
H -0.13 -1.69 -0.80  0.46
H 0.87 -0.67 1.43  0.26

Properties
**Total charge**: -1
**E_LUMO**: 3.206 eV
**Gap between HOMO and LUMO**: 5.897 eV

D) ORCA calculation (ωB97M-V/def2-TZVPD) on a 2-piece molecular cluster, C3H9O3 overall.

Each line ends with the Mulliken charge.
Positions of all 15 atoms, in Å:
O 0.29 1.30 -1.04  -0.87
O 2.15 0.40 -2.35  -0.76
O -1.92 -1.77 0.78  -0.58
C 0.48 1.10 0.30  -0.73
C -0.75 -1.09 0.21  -0.37
C -0.62 0.23 1.10  -0.46
H 1.60 0.89 -1.63  0.43
H -0.24 0.00 2.11  0.38
H 1.60 0.05 -3.00  0.24
H -0.98 -0.82 -0.78  0.25
H 0.52 2.05 0.80  0.32
H 1.39 0.62 0.53  0.34
H -0.08 -1.94 0.25  0.26
H -1.61 0.74 0.95  0.25
H -1.83 -1.78 1.78  0.30

Properties
**Total charge**: -1
**E_LUMO**: 3.839 eV
**Gap between HOMO and LUMO**: 7.023 eV

Which structure is the least stable? The one labeled C).

A) ORCA calculation (ωB97M-V/def2-TZVPD) on a 2-piece molecular cluster, C3H12N2O2 overall.

Each line ends with the Mulliken charge.
Positions of all 19 atoms, in Å:
O -3.16 -0.67 -4.10  -0.62
O -0.74 -0.29 -1.75  -0.52
N 0.35 0.25 1.89  -0.45
N 2.47 1.25 1.35  -0.66
C -0.83 -0.53 -0.38  -0.23
C 1.75 -0.05 1.56  -0.38
C -0.33 0.61 0.60  -0.62
H 0.23 1.39 0.07  0.37
H 0.04 -0.52 2.48  0.24
H 1.86 1.95 1.77  0.26
H 2.27 -0.45 2.45  0.35
H 1.82 -0.92 0.89  0.27
H 3.25 1.25 1.98  0.28
H 0.14 -0.06 -2.07  0.29
H -2.69 -1.47 -4.34  0.31
H -0.13 -1.35 -0.18  0.22
H -3.24 -0.65 -3.15  0.31
H -1.24 1.10 1.01  0.28
H -1.83 -0.83 -0.09  0.31

Properties
**E_LUMO**: 0.789 eV
**Gap between HOMO and LUMO**: 9.966 eV
**SMILES string**: NCNCCO.O

B) ORCA calculation (ωB97M-V/def2-TZVPD) on a 3-piece molecular cluster, C3H12N2O2 overall.

Each line ends with the Mulliken charge.
Positions of all 19 atoms, in Å:
O -0.42 -2.24 2.92  -0.66
O 0.42 3.56 -3.60  -0.63
N 0.15 -1.23 0.41  -0.60
N 2.14 -0.03 -0.03  -0.38
C 1.37 -1.16 0.05  0.08
C -2.07 -0.25 0.54  -1.24
C -0.59 0.04 0.37  -0.33
H 3.09 -0.19 -0.29  0.23
H -0.38 -3.19 3.10  0.31
H 0.07 3.87 -4.45  0.32
H 1.89 0.78 0.50  0.19
H 0.51 4.45 -3.21  0.32
H -2.16 -1.19 1.08  0.31
H -2.77 0.51 0.86  0.34
H -2.40 -0.68 -0.41  0.33
H 1.79 -2.00 -0.51  0.36
H 0.01 -2.17 2.04  0.38
H -0.20 0.60 1.23  0.26
H -0.45 0.51 -0.60  0.42

Properties
**E_LUMO**: 0.752 eV
**Gap between HOMO and LUMO**: 9.599 eV
**SMILES string**: CC/N=C\N.O.O

C) ORCA calculation (ωB97M-V/def2-TZVPD) on a 2-piece molecular cluster, C3H12N2O2 overall.

Each line ends with the Mulliken charge.
Positions of all 19 atoms, in Å:
O 0.28 1.35 -2.89  -0.58
O 0.34 2.06 0.45  -0.50
N 0.86 -2.24 -0.34  -0.58
N -1.67 -0.13 1.45  -0.74
C -0.56 -0.36 0.51  0.39
C 0.10 -1.71 0.79  -0.65
C 0.52 0.69 0.81  -0.88
H 1.41 0.30 0.30  0.28
H -1.87 0.87 1.36  0.27
H -0.03 1.99 -0.43  0.34
H 0.67 -1.66 1.72  0.23
H -0.70 -2.42 0.99  0.40
H -0.83 -0.27 -0.55  0.34
H -2.52 -0.61 1.16  0.24
H 1.03 1.86 -3.16  0.30
H 0.73 0.70 1.88  0.39
H 1.73 -1.78 -0.55  0.23
H -0.27 1.42 -3.66  0.30
H 1.06 -3.20 -0.11  0.23

Properties
**E_LUMO**: 0.558 eV
**Gap between HOMO and LUMO**: 9.818 eV
**SMILES string**: NC[C@@H](N)CO.O

D) ORCA calculation (ωB97M-V/def2-TZVPD) on C3H12N2O2 as an isolated structure.

Each line ends with the Mulliken charge.
Positions of all 19 atoms, in Å:
O 2.25 -0.72 -0.50  -0.82
O -0.40 1.50 2.53  -0.74
N -0.61 1.06 -2.04  -0.37
N -0.19 -0.80 -0.80  -0.08
C -0.53 -0.25 0.38  0.19
C 0.08 -0.86 1.55  -0.89
C -0.95 -0.27 -2.01  -0.37
H -0.50 -1.40 2.29  0.37
H -0.70 -0.85 -2.90  0.32
H -1.59 -0.04 0.44  0.40
H 0.06 0.98 0.42  -0.38
H 2.90 -0.92 -1.19  0.19
H 0.46 1.62 0.32  0.36
H 0.43 0.08 2.06  0.35
H -0.82 1.98 3.26  0.18
H 0.91 -1.51 1.29  0.30
H 0.32 1.23 -2.45  0.28
H 0.88 -0.57 -0.91  0.31
H -1.99 -0.27 -1.72  0.39

Properties
**E_LUMO**: -4.491 eV
**Gap between HOMO and LUMO**: 3.871 eV

Which structure is the least stable? The one labeled D).

A) ORCA calculation (ωB97M-V/def2-TZVPD) on a 3-piece molecular cluster, C3H12N2O2 overall.

Each line ends with the Mulliken charge.
Positions of all 19 atoms, in Å:
O -2.86 2.54 -0.91  -0.65
O 3.19 1.60 -1.50  -0.64
N -0.63 -2.34 -0.86  -0.58
N -1.45 -0.19 0.95  -0.44
C 0.86 -0.13 1.82  -1.29
C -0.11 -0.51 0.70  0.68
C 0.22 -1.30 -0.34  -0.28
H 1.13 -1.12 -0.90  0.13
H 0.56 -0.42 2.82  0.37
H -1.59 -2.04 -1.04  0.18
H 4.04 1.30 -1.17  0.31
H -2.80 1.61 -1.16  0.31
H 2.67 0.84 -1.18  0.32
H -2.13 -0.82 0.55  0.13
H -2.04 2.97 -1.18  0.32
H 1.86 -0.60 1.70  0.32
H -0.29 -2.60 -1.78  0.28
H -1.86 0.32 1.71  0.18
H 1.23 0.90 1.78  0.34

Properties
**E_LUMO**: 0.597 eV
**Gap between HOMO and LUMO**: 7.765 eV
**SMILES string**: C/C(N)=C/N.O.O

B) ORCA calculation (ωB97M-V/def2-TZVPD) on a 3-piece molecular cluster, C3H12N2O2 overall.

Each line ends with the Mulliken charge.
Positions of all 19 atoms, in Å:
O 0.74 2.89 -2.00  -0.63
O -0.57 -2.55 2.41  -0.63
N -1.50 1.44 -0.47  -0.49
N -0.58 -0.40 0.69  -0.28
C 1.36 -1.71 0.01  -1.46
C 0.49 -0.45 -0.30  -0.33
C -1.45 0.51 0.55  -0.08
H 1.15 0.42 -0.31  0.27
H -0.65 1.42 -1.02  0.28
H -0.37 -1.59 2.25  0.39
H 1.52 3.13 -2.47  0.30
H 0.03 3.15 -2.60  0.30
H 1.91 -1.54 0.93  0.33
H -2.35 0.63 1.15  0.35
H 0.72 -2.59 0.08  0.34
H 2.08 -1.91 -0.79  0.39
H -0.79 -2.67 3.33  0.29
H 0.03 -0.55 -1.29  0.39
H -1.76 2.36 -0.16  0.26

Properties
**E_LUMO**: 0.458 eV
**Gap between HOMO and LUMO**: 9.681 eV
**SMILES string**: CC/N=C\N.O.O

Which structure is the least stable? The one labeled A).

A) ORCA calculation (ωB97M-V/def2-TZVPD) on C2H3N3O as an isolated structure.

Each line ends with the Mulliken charge.
Positions of all 9 atoms, in Å:
O 0.42 -0.17 1.57  -0.51
N -1.40 1.10 0.19  -0.42
N -0.46 3.10 -0.86  -0.38
N -0.41 -0.35 -0.49  -0.41
C 0.49 -0.58 0.46  0.26
C -0.85 2.14 -0.38  0.45
H 1.42 -1.03 0.06  0.32
H 0.10 0.00 -1.30  0.34
H -1.18 0.89 1.21  0.36

Properties
**E_LUMO**: -1.319 eV
**Gap between HOMO and LUMO**: 9.568 eV

B) ORCA calculation (ωB97M-V/def2-TZVPD) on C2H3N3O as an isolated structure.

Each line ends with the Mulliken charge.
Positions of all 9 atoms, in Å:
O -2.05 1.07 -1.27  -0.33
N 0.13 1.22 0.23  -0.32
N -0.89 -0.76 -0.84  -0.45
N -1.97 -0.12 -1.45  0.12
C -0.19 0.12 -0.19  0.77
C 1.19 -0.25 0.70  -0.63
H 0.77 -0.95 1.41  0.27
H 1.78 0.50 1.22  0.29
H 1.79 -0.71 -0.09  0.27

Properties
**E_LUMO**: -0.456 eV
**Gap between HOMO and LUMO**: 9.239 eV

Which structure is the least stable? The one labeled B).

A) ORCA calculation (ωB97M-V/def2-TZVPD) on one molecule with the formula C2H3N3O.

Each line ends with the Mulliken charge.
Positions of all 9 atoms, in Å:
O 1.95 -0.01 -0.69  -0.54
N 0.13 -0.05 0.89  -0.08
N -1.47 0.06 -0.64  -0.43
N -0.25 0.06 -1.26  -0.35
C -1.23 -0.01 0.64  -0.05
C 0.69 0.00 -0.34  0.39
H 1.55 0.06 -1.77  0.50
H -1.98 -0.03 1.42  0.37
H 0.61 -0.10 1.77  0.19

Properties
**E_LUMO**: 0.577 eV
**Gap between HOMO and LUMO**: 9.837 eV
**SMILES string**: Oc1nnc[nH]1

B) ORCA calculation (ωB97M-V/def2-TZVPD) on one molecule with the formula C2H3N3O.

Each line ends with the Mulliken charge.
Positions of all 9 atoms, in Å:
O -0.86 -0.37 -1.35  -0.52
N 0.53 1.40 -0.87  -0.43
N 0.23 -0.51 0.69  -0.24
N -0.85 -2.60 1.31  -0.41
C -0.29 -1.68 0.96  0.38
C -0.05 0.16 -0.61  0.46
H 0.75 1.89 -0.05  0.24
H 0.55 -0.14 1.56  0.24
H -0.02 1.85 -1.63  0.29

Properties
**E_LUMO**: 0.268 eV
**Gap between HOMO and LUMO**: 10.653 eV
**SMILES string**: N#CNC(N)=O

C) ORCA calculation (ωB97M-V/def2-TZVPD) on one molecule with the formula C2H3N3O.

Each line ends with the Mulliken charge.
Positions of all 9 atoms, in Å:
O -1.93 0.28 1.93  -0.35
N 1.33 -0.90 -0.99  -0.55
N 0.16 0.82 -0.03  -0.40
N -1.00 -0.78 1.44  -0.45
C -0.40 0.02 0.70  0.82
C 1.04 0.34 -1.00  0.00
H 2.02 -1.12 -1.70  0.23
H 1.43 1.11 -1.66  0.37
H -2.67 0.22 1.31  0.34

Properties
**E_LUMO**: -0.048 eV
**Gap between HOMO and LUMO**: 9.623 eV
**SMILES string**: [H]/N=C/N=C=NO

D) ORCA calculation (ωB97M-V/def2-TZVPD) on one molecule with the formula C2H3N3O.

Each line ends with the Mulliken charge.
Positions of all 9 atoms, in Å:
O 1.62 0.99 -0.28  -0.65
N -0.65 -1.32 -0.14  -0.42
N -0.72 1.01 0.18  -0.39
N 0.59 -0.76 0.05  -0.06
C -1.46 -0.02 0.14  0.08
C 0.53 0.51 0.03  0.49
H -0.74 -1.90 0.91  0.31
H -2.61 -0.06 0.17  0.31
H 1.43 -1.35 -0.45  0.34

Properties
**E_LUMO**: 0.308 eV
**Gap between HOMO and LUMO**: 9.669 eV
**SMILES string**: O=c1nc[nH][nH]1

Which structure is the least stable? The one labeled C).

A) ORCA calculation (ωB97M-V/def2-TZVPD) on one molecule with the formula C2H3N3O.

Each line ends with the Mulliken charge.
Positions of all 9 atoms, in Å:
O -1.15 -0.03 -1.65  -0.01
N 0.24 0.67 1.44  -0.51
N -0.20 -0.96 -1.71  -0.23
N -1.08 0.67 -0.49  -0.36
C 0.47 -0.90 -0.60  -0.23
C -0.08 0.17 0.19  0.49
H 1.23 0.74 1.65  0.25
H 0.83 -1.90 -0.50  0.33
H -0.24 1.54 1.65  0.27

Properties
**E_LUMO**: 0.850 eV
**Gap between HOMO and LUMO**: 10.551 eV
**SMILES string**: Nc1cnon1

B) ORCA calculation (ωB97M-V/def2-TZVPD) on a 2-piece molecular cluster, C2H3N3O overall.

Each line ends with the Mulliken charge.
Positions of all 9 atoms, in Å:
O -1.37 0.98 -0.77  -0.59
N -0.66 -0.81 0.45  -0.39
N 2.80 0.19 0.63  -0.42
N 1.21 0.08 -1.19  -0.53
C 2.09 0.25 -0.32  0.59
C -1.45 0.17 0.17  0.37
H 0.24 0.16 -1.23  0.38
H -2.19 0.48 1.01  0.31
H -0.67 -1.50 1.27  0.26

Properties
**E_LUMO (spin up / spin down)**: -2.227 / -3.660 eV
**Gap between HOMO and LUMO (spin up / spin down)**: 7.798 / 6.904 eV

Which structure is the least stable? The one labeled B).

A) ORCA calculation (ωB97M-V/def2-TZVPD) on one molecule with the formula C2H3N3O.

Each line ends with the Mulliken charge.
Positions of all 9 atoms, in Å:
O -1.89 -1.72 1.28  -0.30
N -1.27 -1.26 -0.81  -0.33
N -1.87 -2.14 0.16  0.14
N -0.19 0.79 0.01  -0.29
C -0.72 -0.23 -0.34  0.62
C 1.24 1.08 -0.05  -0.65
H 1.72 0.28 -0.63  0.30
H 1.65 1.15 0.96  0.26
H 1.34 2.04 -0.59  0.26

Properties
**E_LUMO**: -0.449 eV
**Gap between HOMO and LUMO**: 9.551 eV
**SMILES string**: CN=C=NN=O

B) ORCA calculation (ωB97M-V/def2-TZVPD) on one molecule with the formula C2H3N3O.

Each line ends with the Mulliken charge.
Positions of all 9 atoms, in Å:
O -0.31 2.00 0.05  -0.45
N 0.54 0.08 1.13  -0.38
N 0.65 -1.30 1.09  -0.15
N 0.56 -1.81 -0.04  -0.36
C -0.01 0.62 0.10  0.68
C -0.71 0.34 -1.05  -0.19
H -1.07 2.19 0.61  0.36
H 0.63 -2.83 0.12  0.27
H -0.29 0.71 -1.99  0.22

Properties
**E_LUMO**: -0.775 eV
**Gap between HOMO and LUMO**: 8.830 eV

Which structure is the least stable? The one labeled B).